# C4H9NO2

A 2-piece molecular cluster, C4H9NO2 overall (wB97M-V/def2-TZVPD, the OMol25 dataset).

Each line ends with the Mulliken charge.
CARTESIAN COORDINATES (ANGSTROEM)
C1 0.135 -0.522 -1.793  -1.259
C2 -0.693 -0.329 -0.536  1.038
C3 -0.899 1.315 -0.279  -1.287
O1 -1.695 -0.986 -0.247  -0.665
H1 1.138 -0.118 -1.641  0.313
H2 -0.288 0.027 -2.630  0.372
H3 0.231 -1.588 -1.992  0.322
H4 -1.631 1.483 0.508  0.335
H5 -1.400 1.571 -1.211  0.431
H6 -0.006 1.925 -0.137  0.333
C4 0.913 0.083 1.907  -0.266
N1 0.658 -1.297 0.747  -0.360
O2 1.709 -0.332 0.945  -0.185
H7 -0.136 0.231 2.138  0.323
H8 1.489 0.509 2.726  0.327
H9 0.475 -1.973 1.494  0.228

Summary:
SMILES	CC(C)=O.C1NO1
relative energy (zero: lowest compared OMol25 entry of this formula, charge and spin)	194.87	kcal per mole